Arrangement 1

Here is a structure of composition C66H47F9KN4O4P from OMol25. Energies are from the ωB97M-V functional and the def2-TZVPD basis.

Its LUMO energy is 0.138 Ha. Its spin multiplicity is 1. The net charge is -2.

Last column: Löwdin charge in e.
Geometry (Å):
K -0.461 0.047 -0.359  0.660
O -2.194 -1.118 0.530  -0.373
C -3.468 -1.457 0.291  -0.519
C -4.475 -0.685 1.235  -0.050
C -3.811 0.467 1.925  -0.260
C -3.709 0.452 3.315  -0.032
C -3.191 1.558 3.960  -0.080
C -2.755 2.621 3.193  -0.040
C -2.848 2.550 1.804  -0.243
C -2.371 3.751 1.024  -0.064
C -1.426 3.516 -0.200  -0.552
O -0.528 2.533 0.023  -0.315
C -2.167 3.270 -1.519  -0.133
C -3.526 3.020 -1.650  -0.023
C -4.094 2.818 -2.905  -0.095
C -3.313 2.877 -4.048  -0.123
C -1.949 3.124 -3.926  -0.107
C -1.387 3.311 -2.674  -0.044
C -0.765 4.919 -0.373  -0.157
C -1.507 6.079 -0.585  -0.039
C -0.879 7.312 -0.695  -0.103
C 0.506 7.406 -0.605  -0.121
C 1.255 6.250 -0.418  -0.083
C 0.614 5.020 -0.307  -0.035
N -3.398 1.503 1.189  0.207
C -3.907 -1.195 -1.177  -0.112
C -5.193 -1.507 -1.623  -0.045
C -5.567 -1.331 -2.947  -0.102
C -4.653 -0.840 -3.869  -0.116
C -3.377 -0.513 -3.439  -0.084
C -3.013 -0.680 -2.108  -0.015
C -3.669 -2.998 0.467  -0.118
C -2.593 -3.811 0.114  -0.015
C -2.669 -5.191 0.222  -0.083
C -3.832 -5.797 0.686  -0.125
C -4.914 -5.003 1.032  -0.113
C -4.832 -3.618 0.919  -0.065
H -4.847 -1.364 2.003  0.089
H -5.339 -0.314 0.677  0.114
H -4.054 -0.410 3.871  0.102
H -3.121 1.589 5.043  0.097
H -2.332 3.501 3.653  0.098
H -1.784 4.350 1.724  0.111
H -3.227 4.375 0.745  0.113
H -4.148 2.938 -0.766  0.097
H -5.151 2.588 -2.986  0.097
H -3.755 2.707 -5.023  0.091
H -1.322 3.167 -4.812  0.093
H -0.323 3.505 -2.564  0.122
H -2.587 6.016 -0.682  0.112
H -1.471 8.206 -0.858  0.088
H 0.996 8.369 -0.693  0.086
H 2.338 6.301 -0.363  0.090
H 1.147 4.090 -0.176  0.076
H -5.915 -1.915 -0.925  0.101
H -6.573 -1.588 -3.262  0.088
H -4.936 -0.706 -4.907  0.088
H -2.654 -0.110 -4.139  0.092
H -2.020 -0.391 -1.812  0.035
H -1.686 -3.326 -0.229  0.110
H -1.812 -5.796 -0.052  0.097
H -3.890 -6.876 0.779  0.084
H -5.829 -5.459 1.396  0.086
H -5.697 -3.026 1.195  0.095
O 4.056 -1.895 -2.640  0.000
C 2.823 -1.915 -2.508  -0.510
N 2.055 -2.444 -1.558  0.157
C 2.552 -3.352 -0.693  -0.476
O 3.426 -4.197 -0.872  0.028
C 1.848 -3.337 0.659  -0.194
C 2.388 -4.080 1.706  -0.019
C 1.765 -4.041 2.940  -0.082
C 0.609 -3.286 3.086  -0.074
C 0.127 -2.589 1.984  -0.149
N 0.748 -2.603 0.803  0.124
C 2.029 -1.084 -3.490  -0.195
C 2.286 -1.202 -4.854  -0.018
C 1.539 -0.456 -5.745  -0.085
C 0.577 0.411 -5.248  -0.077
C 0.415 0.491 -3.873  -0.138
N 1.116 -0.240 -3.007  0.117
H 3.283 -4.659 1.519  0.108
H 2.172 -4.596 3.779  0.095
H 0.079 -3.241 4.030  0.093
H -0.791 -2.002 2.013  0.091
H 3.065 -1.877 -5.182  0.111
H 1.701 -0.547 -6.813  0.095
H -0.038 1.013 -5.906  0.090
H -0.317 1.167 -3.446  0.076
F 7.510 5.000 -0.918  0.128
C 6.260 5.515 -0.885  -0.580
F 6.321 6.576 -0.050  0.122
F 6.019 6.005 -2.115  0.127
C 5.240 4.511 -0.449  -0.137
C 4.429 3.879 -1.379  -0.002
C 3.500 2.942 -0.945  -0.067
C 3.385 2.625 0.406  -0.344
C 4.220 3.255 1.324  -0.067
C 5.139 4.199 0.904  -0.008
P 2.175 1.301 0.842  1.128
C 3.488 0.080 1.331  -0.318
C 4.088 -0.577 0.263  -0.071
C 5.110 -1.496 0.456  0.016
C 5.533 -1.769 1.747  -0.129
C 4.962 -1.109 2.828  -0.018
C 3.956 -0.181 2.620  -0.068
C 6.625 -2.758 2.004  -0.576
F 6.856 -3.578 0.978  0.148
F 7.809 -2.142 2.280  0.109
F 6.368 -3.533 3.085  0.115
C 1.571 1.842 2.474  -0.345
C 1.125 0.886 3.386  -0.072
C 0.747 1.259 4.667  -0.004
C 0.808 2.590 5.039  -0.141
C 1.168 3.562 4.111  -0.004
C 1.528 3.187 2.830  -0.068
C 0.473 3.019 6.430  -0.577
F -0.459 3.995 6.462  0.124
F 1.550 3.524 7.081  0.118
F 0.005 2.016 7.196  0.123
H 4.510 4.124 -2.428  0.120
H 2.838 2.458 -1.657  0.112
H 4.150 3.006 2.378  0.112
H 5.780 4.697 1.620  0.119
H 3.758 -0.384 -0.747  0.091
H 5.518 -2.015 -0.401  0.121
H 5.303 -1.325 3.833  0.117
H 3.533 0.329 3.474  0.094
H 1.108 -0.164 3.122  0.102
H 0.417 0.510 5.373  0.120
H 1.167 4.608 4.392  0.124
H 1.804 3.945 2.106  0.099

Arrangement 2

Here is a structure of composition C66H47F9KN4O4P from OMol25. Energies are from the ωB97M-V functional and the def2-TZVPD basis.

Its LUMO energy is 0.135 Ha. Its spin multiplicity is 1. The net charge is -2.

Last column: Löwdin charge in e.
Geometry (Å):
K 0.327 -0.577 0.234  0.689
O -1.772 -1.335 -0.138  -0.358
C -2.924 -1.853 0.317  -0.557
C -3.050 -1.622 1.862  -0.061
C -1.978 -2.384 2.613  -0.244
C -2.256 -3.620 3.196  -0.029
C -1.230 -4.339 3.779  -0.067
C 0.053 -3.813 3.772  -0.023
C 0.252 -2.566 3.202  -0.228
C 1.621 -1.931 3.145  -0.147
C 3.219 -2.430 1.395  -0.219
O 2.014 -1.774 1.793  -0.209
C 4.410 -2.002 2.028  -0.165
C 4.470 -0.773 2.746  -0.033
C 5.622 -0.346 3.382  -0.117
C 6.791 -1.105 3.372  -0.154
C 6.751 -2.328 2.701  -0.140
C 5.611 -2.773 2.059  -0.064
C 3.035 -3.356 0.344  -0.151
C 1.731 -3.820 -0.027  -0.035
C 1.540 -4.736 -1.044  -0.122
C 2.602 -5.256 -1.785  -0.157
C 3.879 -4.781 -1.479  -0.146
C 4.098 -3.862 -0.472  -0.063
N -0.750 -1.859 2.652  0.172
C -4.106 -1.187 -0.436  -0.128
C -5.186 -0.547 0.157  -0.047
C -6.165 0.086 -0.615  -0.106
C -6.078 0.080 -1.996  -0.113
C -4.995 -0.559 -2.603  -0.097
C -4.026 -1.174 -1.832  -0.029
C -3.068 -3.380 0.077  -0.143
C -2.029 -4.081 -0.518  -0.009
C -2.137 -5.453 -0.738  -0.079
C -3.290 -6.137 -0.375  -0.114
C -4.343 -5.438 0.209  -0.105
C -4.227 -4.073 0.427  -0.052
H -4.033 -1.920 2.238  0.100
H -2.911 -0.549 2.017  0.116
H -3.262 -4.018 3.157  0.104
H -1.425 -5.310 4.219  0.098
H 0.892 -4.356 4.189  0.108
H 2.357 -2.531 3.683  0.131
H 1.566 -0.946 3.622  0.113
H 3.596 -0.137 2.755  0.079
H 5.609 0.616 3.887  0.088
H 7.695 -0.756 3.856  0.071
H 7.633 -2.962 2.692  0.083
H 5.619 -3.753 1.602  0.086
H 0.872 -3.463 0.528  0.085
H 0.529 -5.056 -1.268  0.060
H 2.440 -5.977 -2.576  0.070
H 4.730 -5.123 -2.062  0.085
H 5.101 -3.490 -0.319  0.084
H -5.270 -0.507 1.237  0.096
H -6.992 0.590 -0.126  0.089
H -6.836 0.570 -2.597  0.089
H -4.907 -0.563 -3.684  0.089
H -3.161 -1.643 -2.290  0.116
H -1.138 -3.522 -0.781  0.097
H -1.313 -5.993 -1.189  0.083
H -3.371 -7.204 -0.548  0.086
H -5.253 -5.957 0.492  0.088
H -5.059 -3.533 0.868  0.111
O 3.469 2.890 0.755  0.011
C 2.626 1.975 0.737  -0.487
N 2.227 1.154 -0.228  0.052
C 2.599 1.368 -1.571  -0.391
O 3.910 1.950 -1.892  0.006
C 2.340 0.099 -2.375  -0.193
C 3.339 -0.642 -2.981  0.015
C 2.976 -1.780 -3.686  -0.062
C 1.637 -2.127 -3.783  -0.069
C 0.706 -1.322 -3.148  -0.129
N 1.046 -0.227 -2.465  0.087
C 1.847 1.790 2.056  -0.198
C 2.447 2.183 3.253  -0.025
C 1.720 2.093 4.424  -0.071
C 0.403 1.642 4.374  -0.076
C -0.116 1.287 3.143  -0.154
N 0.586 1.349 2.006  0.052
H 4.370 -0.337 -2.866  0.118
H 3.734 -2.406 -4.142  0.103
H 1.323 -3.019 -4.308  0.097
H -0.354 -1.560 -3.165  0.104
H 3.465 2.545 3.216  0.112
H 2.168 2.372 5.371  0.098
H -0.208 1.565 5.264  0.096
H -1.139 0.936 3.052  0.103
F -3.391 3.612 -6.779  0.127
C -4.052 2.999 -5.775  -0.585
F -5.146 3.753 -5.541  0.125
F -4.488 1.827 -6.262  0.128
C -3.197 2.844 -4.549  -0.134
C -2.797 1.597 -4.118  -0.008
C -1.980 1.493 -2.992  -0.063
C -1.567 2.625 -2.307  -0.334
C -1.987 3.878 -2.753  -0.060
C -2.798 3.992 -3.867  -0.020
P -0.444 2.307 -0.850  1.169
C 0.974 3.377 -1.374  -0.287
C 1.895 2.589 -2.268  -0.138
C 3.311 3.090 -2.525  -0.200
C 3.607 4.439 -1.929  -0.068
C 2.666 5.144 -1.319  0.012
C 1.324 4.602 -1.003  -0.059
C 4.983 5.027 -2.081  -0.580
F 5.792 4.220 -2.788  0.138
F 4.972 6.213 -2.733  0.111
F 5.581 5.268 -0.907  0.147
C -1.378 3.272 0.430  -0.327
C -0.814 4.111 1.391  -0.081
C -1.590 4.655 2.405  -0.013
C -2.941 4.351 2.487  -0.142
C -3.511 3.484 1.567  -0.010
C -2.733 2.949 0.552  -0.068
C -3.754 4.924 3.608  -0.582
F -5.078 4.867 3.371  0.122
F -3.460 6.220 3.844  0.120
F -3.551 4.281 4.777  0.129
H -3.121 0.707 -4.640  0.109
H -1.672 0.519 -2.626  0.085
H -1.676 4.771 -2.220  0.111
H -3.125 4.966 -4.210  0.117
H 1.356 2.303 -3.173  0.145
H 3.581 3.110 -3.585  0.154
H 2.906 6.137 -0.950  0.122
H 0.685 5.210 -0.376  0.086
H 0.250 4.310 1.385  0.099
H -1.133 5.303 3.142  0.122
H -4.557 3.219 1.640  0.116
H -3.187 2.251 -0.145  0.110

The winner here is arrangement 1, beating the second structure by 2.714 eV.

Arrangement 1

Here is a cluster of 8 separate species, C20H56F3N10O10S in total from OMol25. Energies are from the ωB97M-V functional and the def2-TZVPD basis.

Its LUMO energy is 0.084 Ha. Its spin multiplicity is 1. The net charge is -1.

Last column: Löwdin charge in e.
Geometry (Å):
C 0.760 17.840 -12.636  -0.643
F 0.085 18.562 -13.542  0.136
F 0.075 16.807 -12.265  0.132
F 1.841 17.175 -13.159  0.091
S 1.115 18.716 -11.014  0.612
O -0.203 19.252 -10.560  -0.314
O 1.730 17.707 -10.092  -0.349
O 2.084 19.765 -11.396  -0.380
C 3.351 19.715 -7.476  -0.805
O 3.609 20.593 -6.720  0.044
N 2.997 18.484 -7.267  0.163
N 3.182 19.961 -8.761  0.164
H 2.746 17.986 -8.109  0.058
H 2.947 18.114 -6.329  0.114
H 3.094 19.133 -9.332  0.050
H 3.157 20.930 -9.047  0.086
C 5.331 19.390 -12.416  -0.806
O 6.496 19.155 -12.273  0.042
N 4.410 18.564 -12.178  0.181
N 4.782 20.482 -12.969  0.159
H 4.575 17.707 -11.668  0.104
H 3.467 18.926 -12.158  0.035
H 5.277 21.359 -13.053  0.102
H 3.805 20.377 -13.203  0.091
C 5.048 15.485 -9.422  -0.796
O 5.336 15.697 -10.592  0.029
N 5.758 15.005 -8.451  0.170
N 3.939 15.911 -8.975  0.177
H 6.712 14.698 -8.579  0.121
H 5.399 14.918 -7.511  0.109
H 3.256 16.211 -9.655  0.074
H 3.748 15.637 -8.022  0.117
C -2.478 21.839 -9.678  -0.067
C -2.738 22.204 -11.139  -0.431
C -1.831 21.458 -12.161  -0.168
O -2.395 21.693 -13.465  -0.138
C -1.612 21.105 -14.399  -0.182
N -4.161 21.978 -11.358  0.020
H -1.392 21.929 -9.637  0.076
H -2.727 20.786 -9.543  0.080
H -3.147 22.434 -9.058  0.075
H -2.588 23.275 -11.279  0.129
H -1.793 20.415 -11.847  0.101
H -0.803 21.796 -12.030  0.116
H -1.809 21.664 -15.314  0.085
H -1.957 20.135 -14.757  0.067
H -0.523 21.081 -14.392  0.090
H -4.388 20.995 -11.403  0.069
H -4.599 22.186 -10.472  0.048
C -4.150 15.959 -14.253  -0.083
C -2.798 16.120 -14.708  -0.510
C -2.553 15.664 -16.110  -0.183
O -1.215 16.004 -16.485  -0.197
C -0.189 15.184 -15.955  -0.096
N -2.658 17.515 -14.855  0.028
H -4.411 16.485 -13.335  0.089
H -4.447 14.915 -14.152  0.081
H -4.829 16.406 -14.979  0.087
H -1.970 15.930 -14.025  0.139
H -3.240 16.289 -16.681  0.133
H -2.689 14.599 -16.296  0.128
H -0.609 14.341 -15.407  0.082
H 0.308 15.711 -15.140  0.071
H 0.578 14.894 -16.672  0.089
H -2.201 17.911 -14.046  0.062
H -1.951 17.770 -15.530  0.073
C 2.113 24.718 -10.809  -0.083
C 3.126 23.659 -11.202  -0.386
C 4.683 23.855 -10.707  -0.101
O 5.327 24.927 -11.474  -0.233
C 6.734 25.229 -11.284  -0.101
N 2.481 22.442 -10.768  0.019
H 2.490 25.724 -10.997  0.073
H 1.578 24.685 -9.860  0.080
H 1.288 24.584 -11.508  0.068
H 3.005 23.465 -12.267  0.127
H 5.149 22.921 -11.019  0.096
H 4.824 24.049 -9.644  0.118
H 7.376 24.527 -11.816  0.078
H 6.965 25.236 -10.219  0.075
H 6.997 26.239 -11.600  0.074
H 2.700 21.585 -11.256  0.022
H 1.493 22.624 -10.867  0.055
C -0.920 11.462 -11.645  -0.068
C 0.548 11.181 -11.799  -0.510
C 1.400 12.331 -12.415  -0.181
O 1.354 13.427 -11.500  -0.183
C 2.363 14.403 -11.602  -0.094
N 1.015 10.927 -10.545  0.035
H -1.450 10.563 -11.332  0.075
H -1.484 11.696 -12.548  0.070
H -1.164 12.280 -10.966  0.084
H 0.728 10.356 -12.488  0.137
H 0.958 12.598 -13.374  0.110
H 2.369 11.962 -12.754  0.121
H 2.018 15.270 -11.039  0.066
H 2.303 14.809 -12.612  0.078
H 3.423 14.185 -11.475  0.087
H 0.947 11.852 -10.145  0.077
H 2.007 10.858 -10.721  0.082

Arrangement 2

Here is a cluster of 8 separate species, C20H56F3N10O10S in total from OMol25. Energies are from the ωB97M-V functional and the def2-TZVPD basis.

Its LUMO energy is 0.082 Ha. Its spin multiplicity is 1. The net charge is -1.

Last column: Löwdin charge in e.
Geometry (Å):
C 0.804 1.888 -0.828  -0.650
F 2.013 1.896 -0.266  0.124
F 0.356 3.132 -0.795  0.145
F 0.791 1.430 -2.062  0.151
S -0.364 0.790 0.255  0.556
O -0.452 1.491 1.533  -0.324
O -1.592 0.864 -0.549  -0.331
O 0.217 -0.556 0.288  -0.361
C 2.094 -3.244 -0.984  -0.677
O 2.725 -4.203 -1.398  0.013
N 2.321 -2.587 0.195  0.151
N 1.026 -2.631 -1.588  0.159
H 2.938 -3.053 0.837  0.095
H 1.738 -1.792 0.404  0.040
H 0.704 -1.753 -1.209  0.050
H 0.918 -2.905 -2.551  0.098
C -2.766 -2.996 0.377  -0.680
O -3.173 -4.139 0.583  0.005
N -1.614 -2.511 0.940  0.153
N -3.202 -2.223 -0.642  0.176
H -1.228 -1.572 0.923  0.038
H -1.182 -3.181 1.558  0.105
H -4.084 -2.513 -1.033  0.103
H -2.809 -1.360 -0.966  0.052
C 0.083 4.178 3.829  -0.685
O 0.379 4.536 4.972  0.007
N 0.852 4.169 2.741  0.168
N -1.203 3.848 3.481  0.135
H 0.518 3.579 1.993  0.069
H 1.831 4.391 2.744  0.107
H -1.995 4.102 4.039  0.094
H -1.299 2.990 2.955  0.048
C 2.504 -1.906 4.341  -0.050
C 1.925 -0.569 3.901  -0.395
C 2.644 0.061 2.685  -0.189
O 3.749 0.849 3.117  -0.165
C 4.271 1.577 2.027  -0.126
N 0.486 -0.634 3.721  0.043
H 1.853 -2.681 4.745  0.073
H 3.167 -1.727 5.196  0.073
H 3.202 -2.334 3.618  0.066
H 2.034 0.135 4.731  0.138
H 1.989 0.546 1.952  0.087
H 3.116 -0.713 2.056  0.106
H 5.160 2.097 2.382  0.086
H 3.598 2.302 1.559  0.068
H 4.599 0.936 1.200  0.082
H 0.227 -1.301 2.994  0.061
H 0.142 0.235 3.315  0.052
C -4.360 -3.107 4.060  -0.070
C -3.285 -2.036 3.951  -0.448
C -3.802 -0.663 4.372  -0.198
O -4.443 -0.034 3.277  -0.184
C -3.489 0.658 2.482  -0.100
N -2.130 -2.376 4.775  0.039
H -5.276 -2.838 3.530  0.081
H -4.559 -3.308 5.118  0.075
H -4.147 -4.085 3.621  0.071
H -2.958 -2.133 2.911  0.095
H -3.076 -0.004 4.863  0.121
H -4.589 -0.719 5.131  0.124
H -3.004 1.431 3.079  0.074
H -3.976 1.180 1.655  0.090
H -2.866 -0.062 1.947  0.062
H -1.807 -3.299 4.486  0.068
H -1.341 -1.828 4.433  0.023
C 3.295 -1.797 -4.755  -0.063
C 2.474 -0.564 -4.484  -0.458
C 3.299 0.643 -3.961  -0.224
O 4.044 0.351 -2.806  -0.182
C 4.913 1.412 -2.405  -0.091
N 1.622 -0.127 -5.570  0.061
H 3.804 -1.689 -5.723  0.075
H 2.693 -2.691 -4.924  0.076
H 4.047 -1.920 -3.979  0.081
H 1.907 -0.915 -3.607  0.110
H 2.590 1.450 -3.739  0.102
H 3.844 1.047 -4.825  0.126
H 5.338 1.101 -1.459  0.082
H 4.481 2.414 -2.472  0.085
H 5.673 1.457 -3.195  0.084
H 0.972 -0.794 -5.963  0.079
H 1.020 0.599 -5.189  0.036
C -4.116 0.745 -3.087  -0.040
C -2.821 0.649 -3.900  -0.418
C -2.238 2.015 -4.300  -0.212
O -1.021 1.861 -5.001  -0.212
C -0.391 3.094 -5.269  -0.111
N -1.839 -0.112 -3.111  0.046
H -4.183 -0.155 -2.478  0.061
H -5.036 0.735 -3.672  0.073
H -3.999 1.658 -2.503  0.083
H -2.888 0.069 -4.830  0.129
H -2.024 2.515 -3.344  0.124
H -2.962 2.631 -4.845  0.128
H -0.893 3.546 -6.127  0.090
H 0.631 2.940 -5.632  0.079
H -0.210 3.698 -4.376  0.092
H -1.989 0.126 -2.121  0.001
H -0.940 0.291 -3.358  0.040

The winner here is arrangement 2, beating the second structure by 4.926 eV.